# 1
Density functional theory data (wB97M-V/def2-TZVPD) for a structure of composition C16H21KN4O7.

```
49
Properties=species:S:1:pos:R:3:forces:R:3:nbo_charge:R:1
K -0.804 1.032 0.671 -1.00 -0.20 -0.35 0.9146
O 0.131 0.760 4.791 -0.15 0.14 0.59 -0.7527
C 0.425 0.603 3.602 1.09 0.02 0.83 0.8041
O -0.321 0.235 2.675 -0.19 -0.97 0.91 -0.8606
C 1.947 0.727 3.254 -0.58 -0.07 0.42 -0.3383
C 2.387 -0.622 2.671 0.30 -0.34 0.77 0.0858
C 3.929 -0.716 2.678 -0.08 -0.19 0.04 -0.4319
C 4.272 0.179 1.477 -0.04 0.02 -0.21 -0.4300
C 2.862 0.660 1.071 0.73 0.54 -0.43 0.0820
O 2.092 -0.506 1.295 -0.26 -0.29 -0.35 -0.5237
C 2.348 1.667 2.104 -0.30 0.24 -0.43 -0.3595
C 1.217 2.591 1.546 1.22 0.35 0.14 0.7685
O 0.914 2.428 0.346 1.19 0.89 -1.04 -0.8308
O 0.776 3.455 2.307 -0.28 0.31 0.72 -0.7460
H 2.468 0.971 4.183 -0.05 -0.11 -0.09 0.2041
H 1.883 -1.484 3.105 -0.07 0.00 -0.07 0.1996
H 4.252 -1.746 2.509 0.01 -0.01 0.06 0.1900
H 4.362 -0.361 3.614 -0.03 -0.02 0.07 0.1936
H 4.716 -0.409 0.669 0.03 0.09 0.01 0.1891
H 4.941 1.000 1.730 0.07 0.09 -0.04 0.1902
H 2.757 0.992 0.042 -0.06 -0.01 0.03 0.2217
H 3.144 2.350 2.423 -0.04 -0.07 -0.01 0.2023
N -2.565 -1.898 2.023 0.15 0.34 0.02 -0.8587
C -2.266 -3.111 1.290 -0.14 -0.25 -0.41 -0.2179
C -1.527 -2.930 -0.043 -0.35 -0.34 0.01 -0.2460
N -0.093 -2.723 0.141 0.01 0.29 0.10 -0.8554
H -1.715 -1.454 2.363 0.01 0.12 0.23 0.3922
H -2.970 -1.210 1.393 -0.07 -0.02 0.03 0.3604
H -3.225 -3.613 1.084 0.21 -0.04 0.00 0.1584
H -1.678 -3.771 1.936 -0.04 -0.07 0.00 0.1734
H -1.997 -2.094 -0.574 0.01 -0.05 -0.02 0.2028
H -1.655 -3.837 -0.654 -0.10 0.06 0.07 0.1457
H 0.036 -2.088 0.926 0.18 0.07 -0.01 0.3695
H 0.243 -2.189 -0.656 0.11 -0.01 0.11 0.3630
O -3.109 1.181 -0.016 -0.61 0.04 -1.41 -0.5560
N -2.998 1.441 -1.254 -0.99 0.31 1.15 0.0955
N -2.080 0.799 -1.891 -0.28 0.19 0.27 0.1013
O -1.290 -0.067 -1.385 0.43 -1.38 -0.43 -0.6773
C -2.035 1.036 -3.261 -0.02 0.16 -1.28 0.2149
C -2.832 2.011 -3.866 0.03 0.01 0.12 -0.2503
C -2.786 2.182 -5.233 0.05 -0.01 -0.11 -0.2216
C -1.958 1.391 -6.019 0.08 0.00 -0.15 -0.2618
C -1.154 0.436 -5.416 -0.10 0.15 -0.28 -0.2133
C -1.186 0.255 -4.049 -0.06 -0.01 0.50 -0.2629
H -3.470 2.615 -3.242 -0.03 0.05 -0.02 0.2399
H -3.391 2.951 -5.696 -0.08 0.02 0.00 0.1948
H -1.933 1.532 -7.091 0.03 0.00 -0.07 0.1905
H -0.490 -0.169 -6.020 0.03 -0.06 -0.02 0.1966
H -0.573 -0.482 -3.552 0.01 0.01 0.05 0.2503
```
Positions in Å, forces in eV/Å.

energy relative to the best compared isomer or geometry (same formula, charge and spin) = 125.2 kJ/mol
HOMO-LUMO gap = 0.2403 Eh
LUMO = 4.44 eV
2S+1 = 1
calculated total energy = -53550.0126 eV
charge = -2
highest occupied orbital energy = -2.10 eV

***

# 2
Density functional theory data (wB97M-V/def2-TZVPD) for the molecule C9H6.

```
15
Properties=species:S:1:pos:R:3:forces:R:3:nbo_charge:R:1
C 2.879 0.049 -0.013 2.22 1.51 -0.23 -0.2126
C 1.827 -0.444 0.218 1.46 -0.26 -0.04 -0.0194
C -1.580 -1.448 0.174 -3.31 -2.42 -1.90 -0.2351
C -0.227 -1.818 0.261 0.56 -1.05 0.48 -0.1897
C -1.701 -0.146 -0.009 -3.22 3.66 1.23 -0.1467
C 0.511 -0.700 0.283 -2.28 1.00 0.60 -0.0653
C -0.411 0.545 0.172 -0.28 -2.81 -0.38 -0.3117
C -0.554 1.861 0.911 0.41 -0.01 0.28 0.2804
C 0.002 1.821 -0.422 0.41 1.45 -2.41 -0.5931
H 3.736 0.676 -0.163 0.01 -0.56 0.04 0.2394
H -2.454 -2.172 -0.081 1.68 1.26 1.08 0.2274
H 0.052 -2.870 0.327 0.49 0.52 -0.11 0.2325
H -2.712 0.453 0.091 2.12 -1.40 -0.70 0.2247
H 1.157 1.869 -0.382 -1.62 0.13 -0.17 0.3014
H -0.525 2.327 -1.368 1.35 -1.02 2.24 0.2678
```
Positions in Å, forces in eV/Å.

energy relative to the best compared isomer or geometry (same formula, charge and spin) = 299.5 kJ/mol
HOMO-LUMO gap = 0.2772 Eh
LUMO = -0.89 eV
2S+1 = 1
calculated total energy = -9421.8402 eV
highest occupied orbital energy = -8.43 eV

***

- The lowest HOMO-LUMO gap belongs to which entry?
  C16H21KN4O7

***

- Which of these has the lowest energy relative to the best compared isomer or geometry (same formula, charge and spin)?
  C16H21KN4O7